C9H4Cl2N2O3PrSc as an isolated structure at a distorted geometry, computed with the ωB97M-V functional and the def2-TZVPD basis.

```
! wB97M-V def2-TZVPD RIJCOSX def2/J DEFGRID3
* xyz 4 3
Pr 2.1612 2.8227 1.4223
Sc -0.3158 0.2213 -0.2136
Cl -0.5667 2.4870 0.9591
Cl 1.9535 0.0449 0.6970
C 0.3588 -1.5567 -1.4292
C 1.4066 4.5170 -0.1131
C 3.4148 3.0273 -0.5976
O 0.7426 -2.5928 -1.7672
O 0.8751 5.1907 -0.8940
O 3.9320 3.1857 -1.6319
N -4.7455 -5.3412 1.4333
C -4.1027 -4.3685 1.3369
C -3.3050 -3.1711 1.2052
C -3.3355 -2.4318 0.0245
C -2.4920 -1.3484 -0.1280
N -1.6196 -0.9749 0.8721
C -1.6616 -1.6367 2.0710
C -2.4945 -2.7294 2.2566
H -3.9947 -2.7223 -0.7922
H -2.4609 -0.7702 -1.0709
H -0.9875 -1.2690 2.8495
H -2.5009 -3.2520 3.2158
*
```

relative energy (zero: lowest compared OMol25 entry of this formula, charge and spin)	0.000	eV
HOMO energy (spin up / spin down)	-21.936 / -21.936	eV
M	444.91	g mol⁻¹
lowest unoccupied orbital energy (spin up / spin down)	-17.66 / -16.87	eV

***

A 2-piece molecular cluster, C25H25ClF2N2O6P overall at a distorted geometry, computed with the ωB97M-V functional and the def2-TZVPD basis.

```
! wB97M-V def2-TZVPD RIJCOSX def2/J DEFGRID3
* xyz -1 1
C 3.7439 -2.9184 1.5548
C 4.0346 -1.8054 0.8945
C 4.0084 -1.6622 -0.6326
C 2.7887 -0.8283 -0.9911
C 2.9882 0.5266 -1.1856
F 4.2420 0.9798 -1.0364
C 1.9881 1.4132 -1.4929
C 2.2515 2.8979 -1.7198
F 3.6019 3.2142 -1.8425
C 1.6469 3.8300 -0.6555
C 1.8191 3.3053 0.8012
C 0.6951 0.8753 -1.5840
C 0.4566 -0.4922 -1.3996
C 1.5070 -1.3689 -1.0879
P 1.0542 -3.1532 -0.8017
N 0.7095 -3.1583 0.9044
O 2.3842 -4.1384 -1.0426
C -0.9840 -0.9474 -1.5589
O -1.3425 -2.0239 -1.9836
C -2.0759 0.0608 -1.2018
C -3.3757 -0.5270 -0.7446
C -4.1960 -1.0482 -1.7365
C -5.4337 -1.5900 -1.4752
C -5.8615 -1.5967 -0.1499
C -5.0397 -1.1064 0.8335
C -3.7948 -0.5594 0.5708
C -1.8424 1.3635 -1.3426
C -2.8928 2.3925 -0.9956
Cl -3.4921 3.3020 -2.4410
C -2.3059 3.4128 0.0144
C -2.3475 2.8556 1.4608
C -0.4801 1.7841 -1.8728
O -0.4193 2.8086 -2.5255
H 3.7332 -2.8672 2.6456
H 3.5809 -3.8646 1.0467
H 4.3540 -0.9117 1.4379
H 4.9247 -1.1146 -0.8902
H 4.0732 -2.6192 -1.1535
H 1.7915 3.1521 -2.6826
H 0.6225 4.1321 -0.8814
H 2.2405 4.7566 -0.7078
H 1.5801 4.1398 1.4690
H 2.8567 2.9771 0.9177
H 1.1087 2.4802 0.9411
H 1.0740 -4.0333 1.2761
H 1.1853 -2.3608 1.3182
H 2.1142 -4.9610 -1.4597
H -3.8613 -1.0192 -2.7734
H -6.0459 -1.9674 -2.2893
H -6.8451 -1.9954 0.0872
H -5.4191 -1.1302 1.8554
H -3.1552 -0.1572 1.3516
H -3.7681 1.9601 -0.5093
H -2.8927 4.3389 0.0207
H -1.2622 3.6501 -0.2099
H -1.9545 1.8349 1.5351
H -1.6885 3.4859 2.0773
H -3.3443 2.9524 1.9078
N 2.7392 -4.2415 5.0378
O 2.6556 -4.7082 3.8788
O 2.5467 -4.9746 6.0233
O 3.0204 -3.0321 5.1957
*
```

HOMO energy	-4.612	eV
M	553.91	g mol⁻¹
lowest unoccupied orbital energy	0.73	eV

***

An isolated ion of composition CH4ClN2O and charge +1 at a distorted geometry, computed with the ωB97M-V functional and the def2-TZVPD basis.

```
! wB97M-V def2-TZVPD RIJCOSX def2/J DEFGRID3
* xyz 1 1
C 0.3163 -0.4710 -0.0578
N -0.0352 0.9245 -0.1162
O 0.7996 1.7315 -0.3817
N -1.3215 1.2172 0.0462
Cl -2.4473 -0.0533 0.2209
H 0.0337 -0.8652 -1.0953
H -0.0231 -1.1146 0.7433
H 1.3258 -0.5312 0.0613
H -1.7129 2.2085 -0.4994
*
```

relative energy (zero: lowest compared OMol25 entry of this formula, charge and spin)	4.101	eV
HOMO energy	-16.385	eV
M	95.51	g mol⁻¹
lowest unoccupied orbital energy	-6.60	eV

***

A 2-piece molecular cluster, C52H61N4O2S2 overall at a distorted geometry, computed with the ωB97M-V functional and the def2-TZVPD basis.

```
! wB97M-V def2-TZVPD RIJCOSX def2/J DEFGRID3
* xyz 1 1
C 0.0344 0.2991 -4.3124
C -1.3810 -0.2076 -4.5265
C -2.3462 0.9282 -4.2044
C -1.4893 -0.5007 -6.0331
C -1.7933 -1.4763 -3.7334
C -3.0322 -2.0136 -4.1116
C -3.3649 -3.3358 -3.8415
C -2.4108 -4.1729 -3.2598
C -1.1866 -3.6591 -2.8399
C 0.0017 -4.6031 -2.5503
C 1.2326 -4.2030 -3.3700
C -0.3098 -6.0523 -2.9331
C 0.3439 -4.5853 -1.0661
C -1.0577 -2.2396 -2.7855
N -0.1647 -1.6296 -1.8160
C -0.3030 -1.2681 -0.4849
C -1.2921 -1.5535 0.5037
C -2.1462 -0.4812 1.0074
C -2.3217 -0.1554 2.3763
C -3.0579 0.9363 2.7818
C -3.4493 1.8657 1.7882
N -3.3982 3.2461 2.1390
O -3.3076 4.0850 1.2105
O -3.3724 3.5601 3.3489
C -3.4322 1.5250 0.4134
C -2.8085 0.3519 0.0464
N 0.8388 -0.5031 -0.2192
C 1.0751 0.2036 1.0100
C 1.4261 -0.5700 2.1380
C 2.1716 -1.9506 2.1493
C 3.1126 -2.0099 3.3605
C 2.9762 -2.3359 0.9277
C 1.1281 -3.0445 2.2751
C 0.9376 -0.1157 3.3721
C 0.3714 1.1422 3.5084
C 0.2782 1.9913 2.4113
C 0.6582 1.5665 1.1366
C 0.6104 2.6288 -0.0216
C 0.1469 4.0041 0.4780
C -0.3475 2.2125 -1.1337
C 1.9997 2.8659 -0.6010
C 1.6903 -0.6150 -1.3209
C 3.0958 -0.2135 -1.3852
C 3.8352 0.3946 -0.3332
C 5.2035 0.6435 -0.4706
C 5.8675 0.2715 -1.6443
C 5.1554 -0.3031 -2.7065
C 3.7840 -0.5240 -2.5869
N 1.1066 -1.3054 -2.2792
H 0.7813 -0.4950 -4.3793
H 0.2558 1.0434 -5.0939
H 0.1561 0.8237 -3.3591
H -3.3726 0.6716 -4.4816
H -2.3213 1.1818 -3.1375
H -2.0511 1.8211 -4.7690
H -2.5079 -0.7642 -6.3350
H -1.1948 0.3935 -6.5958
H -0.8162 -1.3177 -6.3184
H -3.7245 -1.3895 -4.6770
H -4.3304 -3.7328 -4.1515
H -2.6250 -5.2351 -3.1570
H 1.5593 -3.1870 -3.1455
H 2.0566 -4.8899 -3.1380
H 1.0124 -4.2753 -4.4432
H -1.1271 -6.4695 -2.3351
H -0.5576 -6.1361 -3.9973
H 0.5803 -6.6683 -2.7551
H -0.4960 -4.9610 -0.4653
H 1.2229 -5.2191 -0.8831
H 0.5799 -3.5700 -0.7359
H -1.5523 -2.5986 0.6735
H -1.8306 -0.7862 3.1289
H -3.2752 1.1675 3.8244
H -3.8696 2.2178 -0.3058
H -2.7442 0.0498 -1.0038
H 2.5740 -1.9586 4.3129
H 3.6668 -2.9561 3.3602
H 3.8426 -1.1922 3.3260
H 2.3527 -2.3995 0.0365
H 3.8103 -1.6626 0.7368
H 3.3942 -3.3425 1.0740
H 0.3155 -2.8779 1.5560
H 1.5485 -4.0517 2.1274
H 0.7055 -3.0173 3.2941
H 1.0079 -0.7573 4.2532
H -0.0047 1.4752 4.4776
H -0.1437 2.9890 2.5622
H 0.7762 4.3534 1.3039
H 0.2432 4.7366 -0.3339
H -0.9056 4.0087 0.7894
H -0.2853 1.1377 -1.3106
H -1.3839 2.4481 -0.8599
H -0.1038 2.7349 -2.0707
H 2.3127 2.0419 -1.2408
H 1.9975 3.7719 -1.2205
H 2.7369 2.9972 0.1994
H 3.3355 0.6584 0.5994
H 5.7448 1.1200 0.3519
H 6.9389 0.4514 -1.7397
H 5.6625 -0.5877 -3.6279
H 3.2054 -0.9632 -3.4007
C -6.2072 -2.2942 4.4886
C -5.0042 -2.0753 5.1661
C -3.7913 -2.2936 4.5180
C -3.7595 -2.7958 3.2022
C -2.4344 -3.0693 2.5927
S -2.3298 -4.4641 1.5716
C -1.5266 -5.6111 2.7457
C -1.0256 -4.9040 3.9934
S -1.2799 -3.1095 3.9139
C -4.9737 -3.0571 2.5387
C -6.1856 -2.8027 3.1843
H -7.1496 -2.0549 4.9821
H -4.9807 -1.7118 6.1942
H -2.8602 -2.1003 5.0724
H -2.2988 -6.3467 3.0052
H -0.7186 -6.1428 2.2218
H -1.5928 -5.2208 4.8774
H 0.0434 -5.0899 4.1803
H -4.9263 -3.4355 1.5186
H -7.1300 -2.9831 2.6630
*
```

relative energy (zero: lowest compared OMol25 entry of this formula, charge and spin)	2.965	eV
HOMO energy	-9.644	eV
M	838.22	g mol⁻¹
lowest unoccupied orbital energy	-5.37	eV